w) # C6H17NOP

2 unconnected molecules or ions with the total composition C6H17NOP (ωB97M-V with the def2-TZVPD basis set, the OMol25 dataset).

Its spin multiplicity is 1. Its HOMO energy (spin up / spin down) is -12.68 / -12.68 eV. As for the total charge: +1. For the LUMO energy (spin up / spin down), the calculation gives -4.419 / -4.420 eV.

Last column: Löwdin charge in e.
CARTESIAN COORDINATES (ANGSTROEM)
C1 1.58330 2.07187 0.76110  -0.075
C2 -0.51659 2.29491 -0.56181  -0.117
C3 -2.24554 -1.08086 1.98064  -0.131
C4 2.46303 -1.22918 -0.77757  -0.050
C5 -0.58231 -0.63286 -1.68189  -0.211
C6 0.55874 1.34523 -0.09270  -0.405
N1 -1.48169 -1.87624 1.00268  -0.080
O1 1.35770 -1.20694 0.25380  -0.338
P1 0.10344 -0.28585 -0.02478  0.911
H1 1.84203 1.73843 1.76748  0.090
H2 1.44602 3.24718 0.70067  0.135
H3 2.48361 1.76494 0.18403  0.084
H4 -0.09754 2.90076 -1.44981  0.138
H5 -1.35822 1.64153 -0.79936  0.050
H6 -0.91449 3.08284 0.06715  0.089
H7 -2.38334 -0.11123 1.66377  0.035
H8 -3.26380 -1.57866 2.20370  0.121
H9 -1.74015 -1.03373 2.90079  0.065
H10 1.95226 -1.30966 -1.75686  0.072
H11 3.04320 -2.20644 -0.68999  0.114
H12 3.28284 -0.50347 -0.86051  0.090
H13 -1.63261 -0.45020 -1.63802  0.024
H14 -0.63835 -1.75668 -2.05961  0.120
H15 0.03656 -0.08390 -2.46786  0.089
H16 -1.27424 -2.83891 1.24398  0.106
H17 -2.02386 -1.90289 0.13099  0.075


x) # C6H17NOP

A gas-phase ion, C6H17NOP (charge +1) (ωB97M-V with the def2-TZVPD basis set, the OMol25 dataset).

Its spin multiplicity is 1. Its HOMO energy is -13.82 eV. As for the total charge: +1. Its SMILES is C[C@@H]([NH+](C)C)P(C)(C)=O. For the LUMO energy, the calculation gives -3.077 eV.

Last column: Löwdin charge in e.
CARTESIAN COORDINATES (ANGSTROEM)
C1 1.94752 -0.59840 0.28515  -0.089
C2 0.63108 -0.19036 -0.27975  -0.340
N1 -0.18226 -1.49291 -0.60495  -0.193
C3 -1.16801 -1.29429 -1.72217  -0.005
C4 -0.88706 -2.09043 0.51432  -0.017
P1 -0.37199 1.21930 0.42644  0.633
C5 -0.01259 2.58517 -0.71609  -0.163
C6 0.21607 1.70302 2.07817  -0.147
O1 -1.82272 0.83992 0.40919  -0.365
H1 1.87521 -1.13073 1.24874  0.097
H2 2.72758 0.22320 0.31741  0.118
H3 2.57985 -1.24175 -0.32653  0.085
H4 0.77537 0.06416 -1.35271  0.125
H5 0.53025 -2.24044 -1.01113  0.232
H6 -1.89294 -0.57512 -1.37574  0.086
H7 -0.77316 -1.07970 -2.73351  0.123
H8 -1.69192 -2.24373 -1.86205  0.106
H9 -1.58902 -1.29152 0.73011  0.085
H10 -1.47325 -2.90867 0.11579  0.109
H11 -0.36445 -2.35267 1.40037  0.104
H12 1.08693 2.68976 -0.77190  0.063
H13 -0.47691 2.18032 -1.67035  0.074
H14 -0.65320 3.51080 -0.44855  0.107
H15 -0.06566 1.24439 2.96358  0.032
H16 1.32041 1.83798 2.00746  0.071
H17 -0.26513 2.63269 2.37869  0.069


What are the relative energies? In kcal/mol: w) 57.9; x) 0.0.


w) # C9H15NO2

2 unconnected molecules or ions with the total composition C9H15NO2 (ωB97M-V with the def2-TZVPD basis set, the OMol25 dataset).

Its spin multiplicity is 1. Its HOMO energy (spin up / spin down) is -8.51 / -8.50 eV. Its SMILES is C/[N+]([O-])=C/C1CC1.CC#CCO. For the LUMO energy (spin up / spin down), the calculation gives 0.550 / 0.550 eV.

Last column: Löwdin charge in e.
CARTESIAN COORDINATES (ANGSTROEM)
C1 -1.64147 1.80219 1.71982  0.004
N1 -1.03319 0.61899 2.37498  -0.363
O1 -1.28885 0.48601 3.58089  -0.051
C2 -0.38370 -0.23716 1.63087  -0.039
C3 0.23049 -1.43095 2.34630  -0.252
C4 1.63805 -1.73810 2.01493  -0.147
C5 1.35148 -1.07544 3.30797  -0.111
H1 -1.55109 2.63990 2.49519  0.125
H2 -1.03759 1.97163 0.88943  0.037
H3 -2.72133 1.50585 1.43515  0.129
H4 -0.41227 -0.12997 0.52030  0.128
H5 -0.59069 -2.11400 2.69399  0.159
H6 2.07890 -1.21290 1.18620  0.097
H7 1.81245 -2.75550 1.91687  0.076
H8 1.46754 -1.51789 4.36008  0.138
H9 1.79200 -0.13550 3.25598  0.077
C6 -2.14259 1.56053 -2.01625  -0.094
C7 -0.77406 1.17499 -2.14214  -0.106
C8 0.41604 1.01608 -2.34649  -0.002
C9 1.80715 0.58092 -2.37664  -0.322
O2 2.07467 -0.57945 -3.07964  -0.062
H10 -2.52549 2.39851 -2.72129  0.132
H11 -2.21460 1.73469 -1.01386  0.009
H12 -2.67047 0.70169 -2.31509  0.067
H13 2.12806 0.62745 -1.31974  0.121
H14 2.36260 1.30045 -3.05168  0.137
H15 2.12772 -1.36116 -2.47067  0.115


x) # C9H15NO2

A molecular structure, C9H15NO2 (ωB97M-V with the def2-TZVPD basis set, the OMol25 dataset).

Its spin multiplicity is 1. Its HOMO energy is -9.37 eV. For the LUMO energy, the calculation gives -0.385 eV.

Last column: Löwdin charge in e.
CARTESIAN COORDINATES (ANGSTROEM)
C1 -0.94774 -2.57669 1.32305  0.083
C2 -1.07909 -1.67711 0.32082  0.009
C3 0.27981 -2.14463 2.07567  -0.488
C4 -0.06977 -0.63679 0.38826  -0.251
C5 -0.76432 0.62781 -1.63906  -0.064
C6 1.35462 -0.65200 -1.57392  -0.059
C7 1.15065 1.49157 -0.35724  -0.056
C8 -1.17444 0.86295 2.33074  -0.226
C9 0.43849 0.24477 -0.76367  -0.618
N1 0.76106 -1.05335 1.41135  0.149
O1 0.74221 -2.59972 3.09027  0.097
O2 -1.29061 0.69379 1.00432  -0.237
H1 -1.40841 -3.50110 1.54013  0.105
H2 -1.92175 -1.34026 -0.29588  0.133
H3 -1.57695 0.97121 -0.88578  0.103
H4 -1.13931 -0.30571 -2.20797  0.098
H5 -0.40919 1.41075 -2.48117  0.133
H6 1.42008 -0.36236 -2.60081  0.064
H7 2.39213 -0.63577 -1.11239  0.101
H8 0.91398 -1.74424 -1.68629  0.131
H9 2.10039 1.17173 0.24596  0.103
H10 0.42037 2.07840 0.43817  0.148
H11 1.51851 2.02379 -1.21520  0.074
H12 -2.00805 1.40110 2.67970  0.067
H13 -0.36655 1.46558 2.67765  0.061
H14 -1.15311 -0.15466 2.94436  0.126
H15 1.59264 -0.56144 1.87480  0.213


What are the relative energies? In kcal/mol: w) 84.8; x) 0.0.


w) # C3H10O2P2

A single C3H10O2P2 molecule (ωB97M-V with the def2-TZVPD basis set, the OMol25 dataset).

Its spin multiplicity is 1. Its HOMO energy is -8.38 eV. Its SMILES is C[C@](O)(CO)[PH]#[PH2]. For the LUMO energy, the calculation gives 0.654 eV.

Last column: Löwdin charge in e.
CARTESIAN COORDINATES (ANGSTROEM)
C1 1.08143 -1.12696 0.92768  -0.090
C2 0.18826 -0.36571 -0.05355  -0.643
O1 -0.68443 -1.11856 -0.93352  -0.239
C3 1.27161 0.74317 -0.84384  -0.230
O2 1.39812 2.01441 -0.33413  -0.069
P1 -1.15796 0.68947 0.95699  0.632
P2 -2.78456 0.22425 -0.38655  0.472
H1 1.27943 -0.51263 1.68100  0.022
H2 1.96142 -1.55739 0.39660  0.105
H3 0.62661 -1.92407 1.30810  0.033
H4 -0.03020 -1.58669 -1.47862  0.103
H5 2.18538 0.27654 -0.95176  0.064
H6 0.88397 0.92993 -1.97481  0.163
H7 1.69107 1.89443 0.52723  0.050
H8 -0.98555 2.01215 0.41134  -0.103
H9 -3.87101 0.50915 0.58037  -0.145
H10 -3.05357 -1.10148 0.16747  -0.124


x) # C3H10O2P2

2 unconnected molecules or ions with the total composition C3H10O2P2 (ωB97M-V with the def2-TZVPD basis set, the OMol25 dataset).

Its spin multiplicity is 1. Its HOMO energy (spin up / spin down) is -7.44 / -7.47 eV. For the LUMO energy (spin up / spin down), the calculation gives -1.202 / -0.823 eV.

Last column: Löwdin charge in e.
CARTESIAN COORDINATES (ANGSTROEM)
C1 -0.71531 -1.93056 -0.97631  -0.145
C2 1.37125 1.97970 -0.85594  -0.256
C3 -1.18324 0.21257 1.66401  0.023
O1 0.72897 -1.76000 -0.81072  -0.359
O2 0.82326 0.74454 -1.12779  -0.398
P1 3.01403 -0.36234 0.63646  0.473
P2 1.03129 -0.37792 0.03450  0.504
H1 -1.27764 -1.12232 -1.34926  0.064
H2 -1.24819 -2.41983 -0.15067  0.089
H3 -0.70794 -2.62502 -1.73323  0.053
H4 2.54965 2.03577 -0.67844  0.078
H5 0.99305 2.31388 0.03950  0.025
H6 1.20122 2.71568 -1.78658  0.133
H7 -0.75224 1.03076 2.27850  -0.002
H8 -2.08961 0.51395 1.03600  0.025
H9 -1.01365 -0.82068 1.91955  -0.050
H10 2.81736 -1.14975 1.75540  -0.256


What are the relative energies? In kcal/mol: w) 0.0; x) 24.6.